Density functional theory data (ωB97M-V/def2-TZVPD) for C17H41GdN2OP2 as an isolated structure at a distorted geometry.

Properties
energy above the lowest of the compared OMol25 structures with the same formula, charge and spin	714.08	kJ/mol
largest force on an atom	10.14	eV/A
HOMO energy (alpha / beta)	-12.41 / -13.85	eV
LUMO level (alpha / beta)	-6.5 / -8.7	eV
HOMO-LUMO gap (alpha / beta)	5.86 / 5.19	eV
2S+1	8
charge	+2

Atoms and positions in Å:
1 Gd 0.1079 -0.2827 -0.0205
2 P 2.3097 0.9149 -0.2682
3 P -2.2976 -0.9299 -0.3910
4 N -0.0530 0.2619 -2.1590
5 C 2.2732 1.0236 -2.1011
6 H 2.9652 1.8168 -2.3827
7 H 2.6378 0.0639 -2.4930
8 C 0.8517 1.2862 -2.6604
9 H 0.5255 2.3066 -2.3919
10 H 0.8641 1.2222 -3.7482
11 C -1.3914 0.3884 -2.7202
12 H -1.3063 0.3536 -3.8059
13 H -1.8713 1.3473 -2.4557
14 C -2.2635 -0.7919 -2.2217
15 H -1.8475 -1.7312 -2.6123
16 H -3.2977 -0.6896 -2.5493
17 C -3.5449 0.1915 0.2381
18 C -3.4118 0.5409 1.7374
19 H -4.1617 1.3080 1.9876
20 H -2.4252 0.9572 1.9900
21 H -3.5965 -0.3304 2.3771
22 C -2.3434 -2.6554 0.0699
23 C -2.4413 -2.8582 1.5888
24 H -2.3344 -3.9271 1.8233
25 H -3.4126 -2.5292 1.9720
26 H -1.6550 -2.3225 2.1437
27 C 3.5090 -0.3131 0.2250
28 C 3.6517 -0.4198 1.7512
29 H 4.3005 -1.2720 1.9998
30 H 2.6883 -0.5844 2.2592
31 H 4.1093 0.4810 2.1721
32 C 2.4086 2.5739 0.3965
33 C 2.0028 2.7076 1.8815
34 H 2.0045 3.7756 2.1516
35 H 2.7077 2.1924 2.5448
36 H 0.9910 2.3242 2.0809
37 C -0.7204 1.7737 0.1656
38 O -1.1956 2.9591 0.1880
39 C -3.4513 -3.3761 -0.6880
40 H -4.4457 -3.0643 -0.3523
41 H -3.3876 -3.2313 -1.7683
42 H -3.3684 -4.4577 -0.4957
43 C 4.8434 -0.0566 -0.4673
44 H 5.5201 -0.9009 -0.2591
45 H 4.7469 0.0239 -1.5520
46 H 5.3316 0.8483 -0.0920
47 C 3.8017 3.1243 0.1334
48 H 3.8005 4.2086 0.3487
49 H 4.5490 2.6707 0.7927
50 H 4.1187 2.9993 -0.9034
51 C -4.9195 -0.3655 -0.0985
52 H -5.1770 -1.2213 0.5339
53 H -5.6758 0.4164 0.0966
54 H -5.0148 -0.6557 -1.1464
55 H -3.3770 1.1207 -0.3313
56 H 1.6727 3.1413 -0.1969
57 H -1.3700 -3.0706 -0.2663
58 H 3.1093 -1.2781 -0.1469
59 H 1.3230 -2.4590 -1.2631
60 H 1.1560 -2.6357 -0.5508
61 N 0.2060 -0.6813 2.2629
62 H 0.5806 -1.6191 2.2804
63 H -0.7037 -0.6061 2.6637
64 H 0.7934 -0.0072 2.7035

Forces on the atoms, in the same order (eV/Å):
0.83 -2.02 1.39
-0.28 0.79 -0.50
-0.40 0.79 -0.46
-0.66 1.75 -2.37
0.15 0.12 -0.11
0.01 -0.06 -0.45
0.06 0.28 0.00
0.98 -0.36 0.66
-0.26 -0.32 -0.08
-0.01 0.13 -0.23
-0.49 -0.94 0.64
-0.07 0.10 -0.23
0.41 -0.05 -0.07
-0.17 -0.03 -0.14
-0.23 0.17 0.00
0.05 -0.04 -0.44
-0.96 -0.09 0.28
-0.07 -0.02 -0.13
0.28 -0.28 -0.05
-0.24 -0.06 -0.12
-0.03 0.19 -0.14
-0.71 -0.93 -0.08
0.03 -0.18 0.07
-0.06 0.31 -0.07
0.17 -0.07 -0.06
-0.33 -0.23 -0.17
1.25 -0.17 -0.01
0.09 -0.16 0.04
-0.16 0.27 -0.07
0.40 0.07 -0.14
-0.07 -0.16 -0.06
0.75 0.62 0.34
0.07 0.04 -0.13
0.00 -0.40 -0.06
-0.10 0.15 -0.14
0.21 0.12 -0.11
-3.73 9.42 0.38
3.27 -8.24 -0.23
-0.23 -1.10 0.22
0.24 -0.03 -0.07
0.00 0.00 0.10
-0.13 0.27 -0.15
0.89 -0.66 0.26
-0.08 0.29 -0.15
0.00 0.00 0.10
-0.14 -0.18 -0.08
0.22 1.25 0.40
0.16 -0.41 -0.13
-0.14 0.04 -0.11
0.03 0.00 0.07
-1.03 0.75 0.36
0.07 0.12 -0.10
0.16 -0.40 -0.12
-0.02 -0.02 0.07
0.05 -0.25 0.03
0.14 -0.22 0.03
-0.29 0.19 0.01
0.10 0.37 0.04
-0.09 -0.03 0.17
0.07 -0.12 -0.24
0.05 -0.13 0.22
0.06 -0.19 0.89
-0.72 -0.31 0.61
0.71 0.25 0.65



Density functional theory data (ωB97M-V/def2-TZVPD) for a 3-piece molecular cluster, C17H42BN2O6S overall.

Properties
energy above the lowest of the compared OMol25 structures with the same formula, charge and spin	0.00	kJ/mol
largest force on an atom	0.42	eV/A
HOMO energy	-4.52	eV
LUMO level	2.7	eV
HOMO-LUMO gap	7.27	eV
charge	-1

Atoms and positions in Å:
1 S 6.7172 2.2428 2.4178
2 C 5.7764 1.0741 1.3956
3 C 5.2059 -0.1544 2.1138
4 C 3.8949 -0.6767 1.5187
5 C 2.5765 0.1142 1.7490
6 C 2.7107 1.5491 2.3416
7 O 2.2838 2.4579 1.3699
8 B 2.2349 1.7069 0.0902
9 O 1.8852 0.3160 0.5494
10 H 5.6386 2.8583 2.9116
11 H 4.9827 1.6265 0.8863
12 H 6.5000 0.7741 0.6303
13 H 5.9432 -0.9667 2.0747
14 H 5.0717 0.0705 3.1800
15 H 3.7532 -1.6905 1.9184
16 H 3.9937 -0.7852 0.4314
17 H 1.9501 -0.4956 2.4125
18 H 3.7430 1.7495 2.6670
19 H 2.0720 1.6404 3.2342
20 H 1.3860 2.1399 -0.6807
21 H 3.3474 1.7143 -0.5071
22 C -1.3877 4.2002 -0.6093
23 O -1.6367 2.8213 -0.7192
24 C -1.1816 2.0553 0.3982
25 C -2.3465 1.3891 1.0883
26 N -3.2459 2.3593 1.6977
27 C -4.4937 1.8229 2.2086
28 C -5.4353 1.1144 1.2404
29 O -6.0412 1.9659 0.2823
30 C -5.2714 2.2023 -0.8812
31 H -1.6164 4.6499 -1.5762
32 H -2.0083 4.6873 0.1572
33 H -0.3375 4.3945 -0.3701
34 H -0.6124 2.6885 1.0837
35 H -0.4935 1.2918 0.0343
36 H -1.9517 0.7295 1.8685
37 H -2.8449 0.7489 0.3461
38 H -3.4322 3.1009 1.0352
39 H -5.0527 2.6428 2.6691
40 H -4.2566 1.1111 3.0091
41 H -6.2572 0.6923 1.8251
42 H -4.9334 0.2848 0.7275
43 H -4.7049 1.3128 -1.1725
44 H -4.5605 3.0243 -0.7614
45 H -5.9668 2.4581 -1.6810
46 C -0.0911 -1.4963 -4.4810
47 O 0.8839 -1.7163 -3.4967
48 C 0.6984 -0.9567 -2.2927
49 C 0.3432 -1.8412 -1.1271
50 N -0.9612 -2.4730 -1.3036
51 C -1.3299 -3.4256 -0.2724
52 C -0.4309 -4.6346 -0.0403
53 O -0.4314 -5.5802 -1.0993
54 C 0.4790 -5.3068 -2.1455
55 H 0.2494 -1.9872 -5.3936
56 H -1.0746 -1.9059 -4.2120
57 H -0.2229 -0.4276 -4.6857
58 H -0.0813 -0.2052 -2.4553
59 H 1.6279 -0.4380 -2.0572
60 H 0.3418 -1.2053 -0.2412
61 H 1.1610 -2.5653 -0.9964
62 H -1.0056 -2.9167 -2.2119
63 H -2.3335 -3.8000 -0.4965
64 H -1.3952 -2.8851 0.6797
65 H -0.8116 -5.1687 0.8344
66 H 0.5997 -4.3311 0.1791
67 H 1.4040 -4.8637 -1.7641
68 H 0.0702 -4.6265 -2.8982
69 H 0.7129 -6.2567 -2.6273

Forces on the atoms, in the same order (eV/Å):
-0.03 -0.05 0.10
0.00 -0.10 -0.39
0.08 0.02 0.28
0.02 -0.22 -0.15
0.08 0.27 -0.02
-0.07 0.00 0.42
0.16 -0.05 0.01
0.10 -0.11 -0.39
-0.09 -0.06 -0.24
0.00 0.12 0.13
0.15 -0.04 0.00
-0.22 -0.04 -0.01
-0.03 0.12 0.05
-0.01 0.01 -0.14
-0.02 0.08 -0.13
0.05 0.05 0.11
-0.02 0.03 0.03
-0.15 0.05 0.04
0.09 0.01 -0.03
0.01 0.01 0.04
-0.10 -0.07 0.20
0.18 0.11 -0.03
-0.27 -0.02 0.05
0.18 -0.08 0.01
-0.08 -0.05 0.00
-0.02 0.06 -0.09
0.01 0.01 0.08
-0.02 -0.05 -0.05
0.03 0.05 0.02
-0.01 -0.01 -0.03
-0.01 0.00 0.00
0.00 -0.08 0.01
0.00 -0.01 -0.02
-0.02 -0.04 0.04
0.02 0.03 0.02
-0.01 0.01 0.01
0.01 -0.02 0.00
0.01 -0.01 -0.02
0.02 -0.01 0.01
0.00 0.00 0.00
-0.01 -0.01 -0.02
0.01 0.01 0.03
-0.02 -0.01 -0.02
0.00 -0.02 0.02
0.01 0.00 0.00
-0.05 0.07 -0.07
0.03 -0.13 0.09
-0.07 0.16 -0.07
-0.05 -0.07 0.02
0.07 -0.02 -0.12
-0.08 0.06 0.06
0.06 -0.04 0.02
-0.03 0.04 -0.05
0.02 -0.02 0.00
-0.01 0.00 0.01
0.03 0.01 0.05
0.02 0.00 -0.02
0.02 0.00 0.07
0.01 0.01 -0.05
-0.03 -0.03 0.09
0.00 0.01 -0.01
0.03 -0.02 0.01
0.00 0.02 0.01
0.00 0.00 -0.01
0.02 -0.01 0.00
-0.02 0.02 0.01
0.02 -0.03 0.00
-0.01 0.02 0.02
0.00 0.01 0.00



Density functional theory data (ωB97M-V/def2-TZVPD) for a 3-piece molecular cluster, C17H42BrN2O9P2 overall.

Properties
largest force on an atom	0.57	eV/A
HOMO energy	-12.34	eV
LUMO level	-2.9	eV
HOMO-LUMO gap	9.47	eV
charge	+1

Atoms and positions in Å:
1 C 0.5659 1.1958 3.0392
2 C 1.8354 0.8164 2.2481
3 C 1.7828 -0.5704 1.6067
4 Br 3.5651 -1.4062 1.7392
5 N 1.3798 -0.5700 0.2161
6 C 0.2154 0.2868 0.0022
7 C -0.3915 0.1696 -1.3794
8 N -0.5840 -1.2217 -1.8895
9 C -1.8867 -1.8531 -1.4657
10 C -2.0219 -2.1671 0.0054
11 C 0.6801 -2.0241 -1.6825
12 C 0.5451 -3.4541 -2.1922
13 O -0.0608 -4.2714 -1.2400
14 C 0.1736 -5.6687 -1.4160
15 C 1.2274 -1.9379 -0.2767
16 H 0.0734 2.0539 2.5848
17 H 0.7825 1.4090 4.0798
18 H -0.1679 0.3879 3.0134
19 H 2.7081 0.8645 2.8910
20 H 2.0196 1.5639 1.4758
21 H 1.1485 -1.2254 2.2128
22 H 0.5442 1.3246 0.0670
23 H -0.5439 0.1665 0.7812
24 H 0.2607 0.6686 -2.0973
25 H -1.3456 0.6914 -1.4014
26 H -0.6571 -1.1265 -2.9009
27 H -2.0707 -2.7344 -2.0749
28 H -2.6509 -1.1246 -1.7402
29 H -3.0361 -2.5389 0.1544
30 H -1.3617 -2.9607 0.3351
31 H -1.9343 -1.2940 0.6449
32 H 1.4143 -1.5469 -2.3380
33 H -0.0174 -3.4368 -3.1380
34 H 1.5564 -3.7928 -2.4353
35 H 0.7971 -6.0318 -0.6020
36 H -0.7768 -6.1965 -1.3919
37 H 0.6528 -5.8781 -2.3711
38 H 0.6705 -2.5651 0.4236
39 H 2.2228 -2.3774 -0.3402
40 C 2.9282 1.5649 -4.1109
41 O 3.4406 2.5972 -3.2659
42 P 4.9723 2.5554 -2.8340
43 O 5.7984 1.6356 -3.6138
44 O 4.9458 2.2686 -1.2704
45 C 4.2733 1.0919 -0.8194
46 O 5.3369 4.0806 -2.8857
47 C 6.6940 4.4551 -2.5796
48 H 1.9380 1.2980 -3.7370
49 H 2.8384 1.9391 -5.1289
50 H 3.5718 0.6864 -4.1111
51 H 4.4566 0.2504 -1.4920
52 H 3.2011 1.2838 -0.7542
53 H 4.6554 0.8415 0.1634
54 H 7.3671 4.0795 -3.3478
55 H 6.9889 4.0701 -1.6039
56 H 6.7217 5.5398 -2.5629
57 C -6.5253 -1.0256 2.8555
58 O -6.2854 0.3273 2.4309
59 P -4.8768 0.9992 2.6635
60 O -3.7640 0.0716 2.9022
61 O -5.0949 2.0957 3.7837
62 C -5.6466 1.6968 5.0466
63 O -4.7462 1.8921 1.3675
64 C -3.5599 2.6820 1.2285
65 H -7.5220 -1.0578 3.2876
66 H -6.4829 -1.6847 1.9908
67 H -5.7937 -1.3506 3.5924
68 H -5.2464 0.7335 5.3665
69 H -6.7321 1.6454 4.9714
70 H -5.3688 2.4531 5.7740
71 H -2.6894 2.0353 1.1012
72 H -3.4144 3.3228 2.0978
73 H -3.6939 3.3018 0.3466

Forces on the atoms, in the same order (eV/Å):
-0.09 -0.27 -0.46
-0.05 0.29 0.03
0.31 0.20 0.17
-0.03 -0.07 0.01
-0.13 -0.07 -0.43
-0.01 -0.03 0.33
0.33 0.45 -0.09
-0.14 -0.21 0.02
-0.46 0.19 0.26
-0.30 -0.19 0.17
0.35 -0.07 -0.09
0.10 0.26 -0.06
-0.14 0.01 0.03
-0.09 -0.11 0.01
-0.05 -0.01 0.27
0.00 0.15 0.16
0.01 0.09 0.06
-0.01 -0.03 0.16
-0.03 -0.09 0.11
0.16 -0.07 -0.07
0.01 -0.12 -0.04
-0.06 0.04 0.04
-0.10 -0.14 -0.07
0.09 -0.12 -0.04
-0.11 -0.12 -0.02
-0.10 -0.02 -0.05
0.35 -0.09 -0.04
0.06 0.07 -0.09
-0.05 0.02 -0.04
0.13 0.04 -0.04
0.04 0.03 0.03
-0.12 0.20 -0.04
-0.02 -0.11 -0.06
0.05 -0.07 0.05
0.10 -0.02 0.00
-0.08 0.04 0.02
0.07 0.01 -0.04
-0.16 -0.01 -0.06
0.04 -0.04 0.05
-0.02 0.03 -0.09
-0.06 -0.17 0.09
0.07 0.22 -0.03
-0.05 -0.19 -0.01
-0.09 0.08 0.00
0.04 0.00 -0.08
0.00 -0.05 0.08
0.13 0.08 -0.01
-0.01 0.05 0.00
-0.01 0.00 -0.01
0.06 0.04 -0.01
0.03 -0.01 0.02
0.00 -0.03 -0.01
0.05 0.05 0.04
-0.02 -0.04 0.00
-0.03 -0.01 0.00
-0.05 0.00 -0.02
-0.08 -0.10 -0.02
0.10 0.00 0.11
-0.05 0.06 -0.10
0.05 -0.10 0.02
-0.01 -0.03 -0.04
0.01 -0.02 0.11
0.04 0.03 -0.04
0.01 0.07 -0.04
-0.01 0.04 -0.02
0.01 0.02 -0.02
0.05 0.03 -0.03
0.03 0.01 -0.02
0.01 -0.02 -0.03
0.01 0.03 -0.03
0.00 -0.01 0.04
-0.01 -0.01 0.01
-0.04 -0.02 -0.01